# C42H104N8O8

A 8-piece molecular cluster, C42H104N8O8 overall (wB97M-V/def2-TZVPD, the OMol25 dataset).

SMILES string	CC1(C)CCCC(C)(C)N1O.CC1(C)CCCC(C)(C)N1O.COC[C@H](C)N.COC[C@H](C)N.COC[C@H](C)N.COC[C@H](C)N.COC[C@H](C)N.COC[C@H](C)N
Kohn-Sham gap	8.311	eV

Each line ends with the Löwdin charge.
Positions of all 162 atoms, in Å:
C (-17.7900, -0.0931, 10.1802)  -0.0403
C (-16.4883, -0.6138, 10.7874)  -0.5055
C (-16.4552, -2.1585, 10.8237)  -0.0165
C (-15.4053, -0.0739, 9.8505)  -0.1347
C (-13.9962, -0.0616, 10.4972)  -0.1593
C (-14.0928, 0.7474, 11.7947)  -0.1382
C (-15.0556, 0.1297, 12.8198)  -0.5035
C (-14.4136, -1.1589, 13.3859)  -0.0173
C (-15.2152, 1.1296, 13.9568)  -0.0466
N (-16.3292, -0.1111, 12.1467)  -0.1162
O (-17.4446, -0.2923, 12.9988)  -0.0023
H (-18.6572, -0.3246, 10.8114)  0.0758
H (-17.8340, 0.9945, 10.1264)  0.0884
H (-17.9673, -0.6316, 9.2493)  0.0926
H (-15.6895, -2.5086, 11.5138)  0.0443
H (-17.3934, -2.5689, 11.2020)  0.0741
H (-16.2334, -2.5971, 9.8465)  0.0767
H (-15.3554, -0.7773, 9.0148)  0.1143
H (-15.6237, 0.9008, 9.4142)  0.1153
H (-13.7821, -1.1194, 10.6629)  0.0958
H (-13.2854, 0.3253, 9.7696)  0.0963
H (-14.3339, 1.7969, 11.5959)  0.1243
H (-13.0821, 0.8585, 12.2036)  0.0997
H (-15.1792, -1.8635, 13.7132)  0.0847
H (-13.7819, -0.8978, 14.2366)  0.0817
H (-13.7949, -1.6891, 12.6615)  0.0500
H (-15.8001, 0.6791, 14.7641)  0.0827
H (-15.7772, 2.0256, 13.6846)  0.0855
H (-14.2630, 1.4284, 14.3938)  0.0841
H (-18.0118, 0.4351, 12.7192)  0.0949
C (-9.6530, -5.3931, 7.7458)  -0.0185
C (-9.8896, -6.9202, 7.8353)  -0.5222
C (-11.2274, -7.1598, 8.5420)  -0.0361
C (-10.0048, -7.5667, 6.4384)  -0.1308
C (-8.6469, -7.6733, 5.7236)  -0.1714
C (-7.4902, -8.2938, 6.5380)  -0.1204
C (-7.4685, -7.8379, 8.0057)  -0.4990
C (-6.8161, -8.9360, 8.8523)  -0.0435
C (-6.5635, -6.6113, 8.1655)  -0.0394
N (-8.8177, -7.5834, 8.5416)  -0.1096
O (-8.7876, -7.2883, 9.9278)  -0.0138
H (-8.7820, -5.0991, 7.1734)  0.0671
H (-10.5771, -4.9337, 7.3830)  0.0865
H (-9.5830, -5.0825, 8.7926)  0.0634
H (-11.4204, -8.1758, 8.8829)  0.0922
H (-11.3752, -6.4427, 9.3499)  0.0459
H (-12.0371, -6.9233, 7.8434)  0.0855
H (-10.4416, -8.5581, 6.5684)  0.1193
H (-10.6312, -6.9464, 5.7965)  0.1186
H (-8.7896, -8.3027, 4.8428)  0.1070
H (-8.3620, -6.6728, 5.3920)  0.1052
H (-6.6123, -7.9824, 5.9712)  0.1162
H (-7.5400, -9.3822, 6.4761)  0.1143
H (-7.5071, -9.7671, 9.0282)  0.0896
H (-6.5971, -8.6105, 9.8712)  0.0761
H (-5.9001, -9.2500, 8.3564)  0.0897
H (-6.3686, -6.3485, 9.2076)  0.0708
H (-6.8059, -5.6792, 7.6546)  0.0690
H (-5.5664, -6.8672, 7.7855)  0.0866
H (-8.9079, -8.1589, 10.3257)  0.1022
C (-7.5647, 2.8533, 8.2575)  -0.1170
O (-8.1488, 1.8225, 9.0093)  -0.1816
C (-8.4947, 2.2245, 10.3220)  -0.2174
C (-9.2383, 1.1178, 11.0086)  -0.4070
C (-10.6520, 0.8846, 10.4534)  -0.0779
N (-9.4380, 1.4875, 12.4199)  0.0340
H (-7.5573, 2.5552, 7.2087)  0.0870
H (-6.5283, 3.0949, 8.5150)  0.0892
H (-8.1880, 3.7509, 8.3436)  0.0868
H (-7.5895, 2.4559, 10.8952)  0.1331
H (-9.0886, 3.1462, 10.2941)  0.1270
H (-8.6856, 0.1904, 11.0366)  0.0953
H (-11.2384, 1.7790, 10.2291)  0.0870
H (-11.2522, 0.2857, 11.1374)  0.0395
H (-10.6616, 0.3248, 9.5090)  0.0821
H (-9.8007, 2.4175, 12.5987)  0.0723
H (-10.1067, 0.8952, 12.8940)  0.0603
C (-14.2029, -14.1720, 14.8296)  -0.1249
O (-14.2877, -12.7750, 14.9108)  -0.1790
C (-13.3502, -12.2099, 15.8055)  -0.2217
C (-13.6843, -10.7443, 16.0348)  -0.4299
C (-13.5678, -9.9034, 14.7652)  -0.0754
N (-12.7396, -10.2415, 17.0569)  0.0227
H (-13.1844, -14.5362, 15.0073)  0.0841
H (-14.5468, -14.5188, 13.8577)  0.0850
H (-14.7918, -14.7053, 15.5862)  0.0856
H (-13.3588, -12.6766, 16.7945)  0.1284
H (-12.3633, -12.2801, 15.3343)  0.1291
H (-14.7016, -10.6165, 16.4081)  0.1399
H (-14.4161, -10.1433, 14.1175)  0.0784
H (-12.6228, -10.0295, 14.2344)  0.0807
H (-13.6732, -8.8419, 15.0020)  0.0659
H (-12.7751, -9.2266, 17.0196)  0.0624
H (-11.7857, -10.4143, 16.7418)  0.0683
C (-9.9430, -2.2796, 18.2228)  -0.1189
O (-9.0025, -3.0131, 17.4807)  -0.1834
C (-8.6378, -2.3638, 16.2701)  -0.2200
C (-8.3090, -3.2193, 15.0687)  -0.3994
C (-9.6122, -3.7079, 14.3874)  -0.0657
N (-7.6237, -4.4784, 15.4207)  0.0342
H (-9.7781, -1.2031, 18.1353)  0.0863
H (-9.8911, -2.5851, 19.2687)  0.0862
H (-10.9734, -2.5164, 17.9283)  0.0891
H (-9.4183, -1.6538, 15.9706)  0.1177
H (-7.7659, -1.7407, 16.5115)  0.1275
H (-7.7378, -2.6128, 14.3671)  0.1309
H (-9.4446, -4.3579, 13.5299)  0.0546
H (-10.1392, -2.8250, 14.0003)  0.0740
H (-10.2859, -4.2246, 15.0713)  0.0823
H (-6.6851, -4.1724, 15.6960)  0.0782
H (-7.9376, -4.9500, 16.2617)  0.0751
C (-10.6487, -2.8366, 10.7367)  -0.0916
O (-11.8199, -3.2139, 11.4333)  -0.2036
C (-12.0483, -4.6102, 11.3523)  -0.2227
C (-13.0340, -5.0812, 12.4205)  -0.3824
C (-13.1949, -6.5817, 12.2589)  -0.0644
N (-14.3734, -4.5063, 12.1768)  0.0726
H (-10.7338, -3.0940, 9.6780)  0.0895
H (-9.8020, -3.3443, 11.2200)  0.0722
H (-10.5098, -1.7831, 10.9709)  0.0715
H (-12.3992, -4.8320, 10.3365)  0.1209
H (-11.0937, -5.1330, 11.5029)  0.1207
H (-12.5511, -4.8776, 13.3808)  0.1344
H (-13.4753, -6.8245, 11.2280)  0.0700
H (-13.9234, -7.0524, 12.9166)  0.0762
H (-12.2498, -7.1330, 12.3472)  0.0801
H (-14.9953, -5.1177, 11.6329)  0.0372
H (-14.1502, -3.7012, 11.5956)  0.0395
C (-16.0094, -5.9487, 9.4770)  -0.1225
O (-16.2993, -6.1698, 10.8344)  -0.2201
C (-17.6547, -5.7701, 11.1198)  -0.1847
C (-18.0392, -5.8675, 12.5994)  -0.4311
C (-19.5598, -5.9163, 12.7796)  -0.0577
N (-17.4114, -4.8803, 13.4943)  0.0469
H (-15.7822, -4.8861, 9.3036)  0.0761
H (-16.7790, -6.2639, 8.7728)  0.0924
H (-15.0535, -6.3656, 9.1488)  0.0819
H (-17.9008, -4.8607, 10.5645)  0.1174
H (-18.2896, -6.5610, 10.6851)  0.1246
H (-17.6534, -6.8190, 12.9790)  0.1359
H (-19.8716, -6.9486, 12.6288)  0.0755
H (-20.0124, -5.2639, 12.0316)  0.0768
H (-19.7650, -5.6277, 13.8071)  0.0774
H (-17.7690, -3.9517, 13.2797)  0.0646
H (-16.4154, -4.8338, 13.3181)  0.0298
C (-6.3830, -5.0187, 12.4996)  -0.1007
O (-5.4745, -4.4232, 11.6099)  -0.1931
C (-5.4440, -3.0195, 11.6198)  -0.1873
C (-6.7226, -2.4122, 10.9755)  -0.4375
C (-7.1333, -3.0576, 9.6604)  -0.0472
N (-6.5055, -0.9872, 10.7866)  0.0438
H (-6.5448, -6.0573, 12.2077)  0.0900
H (-7.3455, -4.5003, 12.4131)  0.0646
H (-6.0670, -5.0145, 13.5436)  0.0689
H (-5.4730, -2.5581, 12.6136)  0.1190
H (-4.5272, -2.6909, 11.1361)  0.1257
H (-7.5324, -2.5216, 11.7042)  0.1098
H (-6.4681, -2.7919, 8.8387)  0.0874
H (-8.1611, -2.8694, 9.3486)  0.0613
H (-7.0579, -4.1249, 9.9065)  0.0632
H (-5.8862, -0.8466, 9.9901)  0.0788
H (-7.3442, -0.5497, 10.4344)  0.0273

Forces on atoms 1 to 3 (eV/Å):
-0.97 -0.63 0.97
-0.20 -0.20 0.27
0.01 -0.06 -0.11

***

# C42H104N8O8

A 8-piece molecular cluster, C42H104N8O8 overall (wB97M-V/def2-TZVPD, the OMol25 dataset).

SMILES string	CC1(C)CCCC(C)(C)N1O.CC1(C)CCCC(C)(C)N1O.COC[C@H](C)N.COC[C@H](C)N.COC[C@H](C)N.COC[C@H](C)N.COC[C@H](C)N.COC[C@H](C)N
Kohn-Sham gap	8.787	eV

Each line ends with the Löwdin charge.
Positions of all 162 atoms, in Å:
C (-1.9698, -0.7926, -5.6481)  -0.0359
C (-2.7166, -2.1503, -5.3775)  -0.4648
C (-2.2820, -2.6135, -3.9339)  -0.0177
C (-4.1967, -1.7799, -5.3672)  -0.1526
C (-4.9138, -1.6713, -6.7319)  -0.1679
C (-4.5545, -2.9131, -7.5176)  -0.1345
C (-3.0069, -3.2354, -7.7124)  -0.4588
C (-2.9203, -4.6821, -8.4109)  -0.0076
C (-2.3620, -2.1560, -8.6216)  -0.0278
N (-2.4035, -3.2223, -6.3780)  -0.1240
O (-1.0441, -3.4442, -6.3480)  -0.0254
H (-2.2527, -0.1364, -6.4712)  0.0745
H (-2.0016, -0.1845, -4.7441)  0.0730
H (-0.9095, -1.0450, -5.6596)  0.0724
H (-1.2124, -2.8081, -3.8548)  0.0519
H (-2.5598, -1.7489, -3.3311)  0.0758
H (-2.7676, -3.5504, -3.6609)  0.0861
H (-4.6137, -2.5034, -4.6666)  0.1131
H (-4.2460, -0.8040, -4.8842)  0.1122
H (-5.9939, -1.6442, -6.5884)  0.1113
H (-4.5933, -0.7127, -7.1399)  0.1027
H (-4.9089, -2.8940, -8.5482)  0.1137
H (-5.0526, -3.7150, -6.9726)  0.1180
H (-1.9241, -5.1146, -8.3188)  0.0737
H (-3.3838, -4.5696, -9.3911)  0.0762
H (-3.5246, -5.3125, -7.7586)  0.0716
H (-2.6277, -1.1256, -8.3855)  0.0639
H (-2.7225, -2.2948, -9.6408)  0.0822
H (-1.2740, -2.1986, -8.5698)  0.0755
H (-0.6376, -2.7539, -6.8770)  0.0675
C (4.4607, 1.0321, 1.9806)  -0.0815
C (3.8418, 1.3310, 3.2496)  -0.4506
C (2.3054, 0.8969, 3.1403)  -0.0189
C (4.6194, 0.4695, 4.3445)  -0.0924
C (4.4822, 0.9522, 5.8440)  -0.1530
C (4.6368, 2.4800, 5.9359)  -0.1615
C (3.8329, 3.3114, 4.9293)  -0.4924
C (2.3324, 3.4975, 5.3826)  -0.0059
C (4.5446, 4.6866, 5.0110)  -0.0528
N (4.0562, 2.8295, 3.5552)  -0.0847
O (3.4935, 3.6203, 2.5395)  -0.0458
H (4.0956, 0.0332, 1.7419)  0.0885
H (4.1663, 1.6831, 1.1574)  0.0871
H (5.5470, 1.1207, 1.9884)  0.0925
H (1.7362, 1.5210, 2.4515)  0.0655
H (2.1037, -0.0714, 2.6821)  0.0665
H (1.7433, 0.9535, 4.0725)  0.0543
H (4.0711, -0.4706, 4.4069)  0.1035
H (5.6410, 0.2403, 4.0414)  0.1077
H (3.4624, 0.7849, 6.1907)  0.0986
H (5.1796, 0.3837, 6.4592)  0.1065
H (5.7005, 2.7030, 5.8530)  0.1144
H (4.3279, 2.7878, 6.9349)  0.1156
H (2.2142, 3.8680, 6.4008)  0.0811
H (1.7745, 2.5619, 5.3459)  0.0540
H (2.0256, 4.3054, 4.7183)  0.0652
H (5.5270, 4.5451, 4.5605)  0.0879
H (4.6992, 4.9846, 6.0480)  0.0847
H (4.0913, 5.5755, 4.5723)  0.0767
H (4.0600, 4.3943, 2.4979)  0.0978
C (1.9089, -4.6152, -2.8450)  -0.1159
O (2.8472, -3.6858, -2.4136)  -0.2462
C (3.6214, -3.2914, -3.5361)  -0.1631
C (4.4392, -1.9962, -3.1684)  -0.4062
C (5.0842, -1.2904, -4.4012)  -0.0685
N (5.6000, -2.3441, -2.3532)  0.0351
H (1.0194, -4.2808, -3.3789)  0.0882
H (1.6299, -5.1131, -1.9164)  0.0884
H (2.3634, -5.4396, -3.3946)  0.0963
H (4.3187, -4.0439, -3.9044)  0.1337
H (2.9579, -3.1212, -4.3841)  0.1184
H (3.8918, -1.2394, -2.6066)  0.1176
H (5.7200, -1.9508, -4.9908)  0.0741
H (5.6917, -0.4441, -4.0805)  0.0722
H (4.2331, -0.9988, -5.0166)  0.0656
H (5.8046, -1.4960, -1.8443)  0.0718
H (5.2573, -2.9915, -1.6578)  0.0204
C (-5.3034, -0.9026, -0.7061)  -0.1256
O (-5.9040, -0.3392, 0.3998)  -0.1740
C (-4.9955, 0.4667, 1.1216)  -0.2374
C (-5.6285, 1.1183, 2.3468)  -0.4163
C (-6.2945, 0.0681, 3.1892)  -0.0579
N (-6.5910, 2.0728, 1.7373)  0.0404
H (-4.7945, -0.2225, -1.3893)  0.0874
H (-6.1435, -1.2774, -1.2908)  0.0926
H (-4.6145, -1.6874, -0.3937)  0.0921
H (-4.2366, -0.1672, 1.5803)  0.1170
H (-4.5108, 1.1948, 0.4713)  0.1137
H (-4.9121, 1.7140, 2.9126)  0.1071
H (-7.1143, -0.4138, 2.6565)  0.0802
H (-6.8914, 0.5164, 3.9835)  0.0794
H (-5.6307, -0.6926, 3.6002)  0.0866
H (-7.1950, 1.4052, 1.2796)  0.0599
H (-6.1433, 2.6623, 1.0502)  0.0631
C (-1.5551, 1.0187, 0.9952)  -0.1348
O (-1.7354, -0.0743, 0.1368)  -0.2091
C (-0.8275, -1.2054, 0.2331)  -0.1328
C (0.5910, -0.8914, -0.4059)  -0.3840
C (0.5259, -0.8263, -1.9299)  -0.0687
N (1.6945, -1.8264, -0.1305)  0.0715
H (-1.8979, 0.8832, 2.0210)  0.0775
H (-2.3638, 1.6308, 0.5960)  0.0558
H (-0.5789, 1.4995, 0.9312)  0.0816
H (-0.6912, -1.4302, 1.2909)  0.1054
H (-1.3580, -2.1209, -0.0287)  0.1198
H (0.9496, 0.1121, -0.1767)  0.1154
H (0.2655, -1.7573, -2.4334)  0.0581
H (1.4869, -0.6367, -2.4080)  0.0694
H (-0.1621, -0.0718, -2.3112)  0.0742
H (1.2728, -2.4534, 0.5398)  0.0435
H (1.9315, -2.3300, -0.9732)  0.0295
C (0.5511, -5.0071, 1.9483)  -0.1026
O (1.6773, -5.0172, 1.0779)  -0.2202
C (2.9660, -5.0353, 1.6957)  -0.1710
C (4.0666, -5.6004, 0.6611)  -0.3661
C (5.4323, -5.8964, 1.3313)  -0.0788
N (4.4403, -4.5138, -0.2544)  0.0265
H (0.7660, -4.2642, 2.7164)  0.0830
H (0.4135, -5.9659, 2.4483)  0.0825
H (-0.3817, -4.7877, 1.4289)  0.0839
H (3.2982, -4.1213, 2.1879)  0.1238
H (2.9698, -5.8638, 2.4041)  0.1100
H (3.6952, -6.4802, 0.1357)  0.1357
H (6.3055, -6.1180, 0.7178)  0.0774
H (5.2963, -6.5854, 2.1649)  0.0647
H (5.6892, -4.9468, 1.8007)  0.0686
H (3.7503, -4.5266, -0.9919)  0.0308
H (4.1899, -3.6450, 0.1955)  0.0653
C (-2.0516, 2.1017, 6.7700)  -0.1017
O (-2.1870, 3.2738, 5.9647)  -0.1693
C (-2.1073, 2.9441, 4.6123)  -0.2118
C (-2.6375, 4.1812, 3.7898)  -0.3995
C (-4.0715, 4.5288, 3.9999)  -0.0744
N (-2.5388, 3.9375, 2.3496)  0.0543
H (-1.9898, 2.5139, 7.7772)  0.0810
H (-1.1128, 1.5554, 6.6786)  0.0891
H (-2.9867, 1.5595, 6.9102)  0.0905
H (-1.0915, 2.7881, 4.2492)  0.1125
H (-2.6912, 2.0737, 4.3129)  0.1104
H (-2.0432, 5.0491, 4.0755)  0.1376
H (-4.3206, 5.4449, 3.4643)  0.0853
H (-4.3020, 4.7407, 5.0440)  0.0823
H (-4.7874, 3.8004, 3.6191)  0.0637
H (-2.2822, 4.7612, 1.8243)  0.0454
H (-3.4533, 3.6490, 2.0325)  0.0594
C (-1.3369, 3.8785, -1.0611)  -0.0845
O (-0.3148, 4.8570, -1.3118)  -0.1836
C (0.7128, 4.9782, -0.3245)  -0.1666
C (0.3378, 5.4848, 1.1375)  -0.4490
C (-0.5136, 6.7562, 1.2474)  -0.0621
N (1.5530, 5.7939, 1.8300)  0.0433
H (-1.1736, 3.0180, -1.7099)  0.0826
H (-2.1370, 4.4489, -1.5328)  0.0901
H (-1.5282, 3.5970, -0.0256)  0.0438
H (1.2951, 4.1013, -0.0415)  0.1089
H (1.4758, 5.6188, -0.7666)  0.1194
H (-0.2517, 4.7060, 1.6213)  0.0954
H (-0.6966, 6.8493, 2.3179)  0.0688
H (-1.4729, 6.7133, 0.7318)  0.0708
H (0.0289, 7.5989, 0.8187)  0.0840
H (1.3347, 6.2270, 2.7160)  0.0687
H (1.9870, 4.9174, 2.0822)  0.0322

Forces on atoms 1 to 3 (eV/Å):
1.05 -0.78 0.90
0.58 0.96 -0.93
-0.26 0.37 -1.54

***

Number 2 is which compound? C42H104N8O8

***

Look up the Kohn-Sham gap of the first one. 8.311 eV

***

Which of these has the highest Kohn-Sham gap? number 2

***

The highest Kohn-Sham gap belongs to which entry? number 2